Formula: C2H8O2
Source: OMol25
Level of theory: the ωB97M-V functional and the def2-TZVPD basis

Summary:
relative energy (zero: lowest compared OMol25 entry of this formula, charge and spin): 50.1 kJ/mol
SMILES string: C=C.O.O
HOMO-LUMO gap: 10.9651 eV

Structure (ORCA input):
```
! wB97M-V def2-TZVPD RIJCOSX def2/J DEFGRID3
* xyz 0 1
C -1.51 0.35 -1.24
C -0.54 -0.55 -1.22
H -1.96 0.70 -0.31
H -2.01 0.68 -2.14
H -0.02 -0.92 -0.35
H -0.16 -0.88 -2.18
O 1.18 1.19 0.83
H 0.71 1.47 0.04
H 2.12 1.37 0.68
O 0.51 -1.38 1.76
H 0.70 -0.45 1.57
H 0.99 -1.58 2.56
*
```

Results of the Mulliken charge analysis, in e, for atoms 1 through 4:
1. C -0.52
2. C -0.40
3. H 0.28
4. H 0.23